Entry 1:
The following is a quantum chemistry calculation of a 8-piece molecular cluster, C26H49NO21 overall, from the Open Molecules 2025 dataset.

## Properties
- SMILES = C[C@H]1COC(=O)O1.COC(=O)OC.COC(=O)OC.COC(=O)OC.COC(=O)OC.COC(=O)OC.COC(=O)OC.CCCC#N
- E_LUMO (eV) = 0.5
- energy relative to the best compared isomer or geometry (same formula, charge and spin) (kcal/mol) = 62.0
- total charge = 0

Element x y z (Å)
C -16.805 6.826 16.636
H -12.919 10.235 17.843
C -13.530 10.946 17.379
O -13.657 12.097 18.211
H -17.479 6.002 16.621
H -12.969 12.534 22.012
C -14.561 6.668 22.282
O -13.607 5.706 21.921
C -15.728 15.450 18.789
H -17.197 12.156 20.172
H -11.830 6.673 17.689
O -13.330 13.239 20.097
H -12.286 7.759 19.070
O -13.786 6.495 18.525
H -14.856 6.445 23.260
O -17.693 12.003 12.503
H -17.968 5.946 18.767
H -19.926 12.518 17.479
C -14.599 7.031 17.718
H -16.108 11.809 15.613
C -15.706 6.357 21.262
H -17.887 13.462 11.062
O -13.494 3.944 20.457
H -16.927 10.465 17.583
O -13.625 10.731 20.252
H -15.654 7.095 20.503
H -13.051 8.022 23.065
H -20.194 13.712 16.193
H -12.908 11.219 16.487
H -22.413 12.082 11.988
H -18.969 9.769 15.970
C -19.955 12.652 16.412
H -17.983 8.759 14.664
H -17.443 7.662 16.989
H -22.315 8.850 16.708
O -15.395 5.263 20.597
H -23.776 10.962 12.414
O -18.249 10.660 14.346
O -17.171 14.067 16.575
C -13.585 12.018 19.523
H -14.464 11.796 14.722
C -22.389 7.907 16.253
C -18.913 6.119 19.103
C -21.183 11.949 14.491
C -17.331 10.667 18.538
C -14.099 4.880 21.003
C -12.452 6.768 18.613
H -16.576 6.473 21.909
H -19.075 5.360 19.811
H -16.461 6.800 15.614
H -12.112 6.098 19.427
O -20.625 13.062 13.769
H -16.235 12.532 18.757
C -18.193 12.440 11.295
H -22.251 10.332 12.123
C -15.378 12.403 15.068
H -14.512 13.342 21.809
O -14.903 13.291 16.070
O -20.881 11.796 15.806
O -22.229 11.194 13.921
C -13.412 13.409 21.555
C -13.793 7.994 22.250
C -22.681 11.256 12.574
H -19.735 9.141 14.502
N -17.417 9.357 21.834
C -17.127 12.136 19.078
O -15.871 6.597 17.711
C -16.624 9.539 19.318
O -18.781 9.911 12.189
H -15.497 14.958 19.722
C -15.784 14.039 16.803
C -17.014 9.355 20.739
H -15.816 12.814 14.194
O -19.955 6.003 18.112
H -15.353 16.490 18.807
H -14.516 8.740 22.355
C -18.772 9.509 14.923
H -21.686 8.121 15.480
H -16.810 15.417 18.662
C -18.175 10.782 13.032
O -21.729 6.880 17.000
H -18.492 10.592 18.564
H -17.941 12.799 18.813
H -18.986 7.085 19.587
O -15.108 14.690 17.770
O -20.115 8.555 17.551
H -15.612 9.789 19.346
H -18.963 12.516 15.918
H -16.671 8.503 18.798
H -13.215 8.113 21.338
H -19.253 12.300 11.018
C -20.584 7.209 17.568
H -13.038 14.372 21.832
O -14.247 8.042 16.915
H -23.385 7.678 15.938
H -14.457 10.512 17.083
H -17.709 11.834 10.531

=====

Entry 2:
The following is a quantum chemistry calculation of a 4-piece molecular cluster, C26H50BO12S overall, from the Open Molecules 2025 dataset.

## Properties
- E_LUMO (eV) = 2.3
- total charge = -1

Element x y z (Å)
O 3.691 -1.096 -3.157
C -0.193 -3.035 -0.823
H -6.055 -1.112 0.616
H -4.366 3.951 -0.225
H 1.992 -0.402 -4.975
H -7.075 2.794 -2.285
H 3.998 1.761 5.682
C 4.582 -0.199 -3.776
H 0.804 -5.033 -1.072
H -7.348 4.491 -1.817
H 1.137 3.777 0.723
C -6.710 3.817 -2.399
H 1.403 -2.082 3.121
H -4.921 1.809 -3.464
H -3.532 -1.723 0.357
O -4.878 -3.882 1.381
H 2.024 2.897 2.875
H 4.569 1.555 1.709
H -3.507 2.034 -1.518
C -3.321 -2.888 -1.510
O -6.346 -1.986 0.911
H -5.978 3.221 -0.161
H -6.768 4.099 -3.449
H 6.464 3.274 3.058
H -5.923 0.342 -3.388
C 0.825 2.810 1.098
H 2.889 -1.270 -1.276
S -5.397 -3.123 0.287
C 1.578 -0.099 -2.462
C -0.429 0.769 0.803
H 4.893 -0.643 -4.723
H 6.293 2.041 6.433
O -1.437 -1.170 3.085
C -4.133 -2.125 -0.462
H 4.112 0.769 -3.976
C -1.402 -3.562 -0.040
H -4.017 -3.218 -2.289
C 7.385 3.028 3.593
H -0.485 -2.813 -1.861
H 3.522 0.337 -1.664
O 0.377 -1.899 -0.221
H -0.445 2.379 -0.598
H -4.184 1.545 0.040
O 4.363 1.937 3.692
C -5.062 0.851 -2.958
C 1.316 2.316 2.296
C 0.991 -3.997 -0.769
C 4.735 1.040 2.653
H 0.320 0.208 -4.917
C 2.970 -0.520 -2.065
C 0.062 0.272 2.006
O 7.162 2.057 4.596
H 1.640 1.276 -5.442
H -4.173 0.229 -3.110
H 7.806 3.944 4.024
H 1.016 -0.963 -2.827
H 4.110 0.143 2.671
O -5.322 1.028 -1.575
H -4.636 -1.283 -0.943
C 0.608 -2.222 2.375
H -1.095 -4.305 0.699
H -1.076 0.146 0.199
H 1.335 0.668 3.680
H 1.752 -3.562 -1.443
H -1.798 -2.725 0.544
O 1.581 0.943 -3.444
C 4.809 1.552 4.976
H -2.633 -2.178 -1.981
H 1.067 0.276 -1.575
B 1.280 -2.400 0.864
H -3.183 -4.754 -0.424
O -5.358 3.938 -2.003
C -0.349 -1.090 2.532
H 5.787 0.755 2.730
C -0.056 2.030 0.354
H 8.102 2.610 2.888
H 5.810 3.401 5.406
H 5.014 0.477 5.008
C -2.518 -4.071 -0.960
C 6.033 2.329 5.410
C -5.068 3.309 -0.764
H 5.473 -0.039 -3.156
H 2.368 -1.798 0.840
C -4.436 1.948 -0.946
O 1.429 -3.866 0.559
C 0.934 1.061 2.752
H 0.071 -3.137 2.653
H -2.100 -4.652 -1.789
C 1.373 0.472 -4.755
O -6.143 -3.794 -0.737

=====

Entry 3:
The following is a quantum chemistry calculation of C26H50HfP2Si as an isolated structure, from the Open Molecules 2025 dataset.

## Properties
- E_LUMO (alpha / beta) (eV) = -9.2 / -9.2
- total charge = +2

Element x y z (Å)
C 1.302 -1.276 2.356
H 3.295 -0.663 2.858
H -2.710 -0.321 -3.109
H 3.093 3.136 -1.573
H -0.052 -3.652 0.139
H -3.020 -2.270 2.041
H 2.258 -0.051 4.646
C 2.773 -1.508 2.376
C 1.185 -0.238 4.755
H 1.155 2.304 3.669
H 1.378 2.727 -2.872
H -1.977 -3.076 -0.877
C 0.621 -0.900 3.550
P 2.558 0.732 -1.055
C 1.262 2.663 2.641
H -2.074 -3.423 1.077
H 1.045 -0.878 5.644
P -2.819 -0.860 -0.181
H -5.059 -0.110 -0.699
H 1.289 3.758 2.662
H -2.645 -1.692 4.390
H 0.178 3.845 -0.195
Hf 0.455 -0.140 0.061
C -4.060 0.323 -0.872
H 4.279 -0.378 -0.092
H 0.884 -1.948 -4.553
H -1.544 3.372 -0.163
C 0.501 -0.964 -4.233
H -1.664 1.189 -1.018
H 1.609 -2.968 0.006
H 3.482 -1.549 -1.212
H 1.165 -3.999 1.393
C -1.299 1.231 -3.339
H -3.520 -2.603 -1.736
C -0.723 -1.324 3.476
C -1.689 2.063 2.805
H -2.104 0.014 4.421
C -1.424 0.156 -0.735
C -1.770 -1.034 4.497
H -2.230 -3.640 2.836
H -0.900 4.446 1.102
H -0.824 -0.362 -1.572
H 3.026 -2.417 2.958
H 2.212 2.295 2.245
C -0.661 3.576 0.462
H -2.364 1.222 2.577
H -3.865 0.519 -1.946
H -0.082 1.429 -5.129
C 3.231 2.357 -0.829
H 1.924 1.968 -4.347
H 3.203 -1.630 1.375
H 0.669 0.716 4.967
H -1.379 -2.055 -4.141
H -1.361 -0.896 -5.468
C -1.735 -0.033 -3.522
H -3.966 1.262 -0.293
H 2.759 2.661 0.108
C 0.929 -0.654 -2.826
H -1.916 -1.885 -2.236
C -1.031 -1.042 -4.409
H -1.853 1.985 -2.746
H -0.434 2.914 -4.245
C -2.110 -2.888 2.034
C 3.898 -0.529 -1.115
H -1.357 -1.174 5.505
C -0.157 1.844 -4.101
H -1.334 1.967 3.846
H 0.893 -0.224 -4.952
C 1.254 1.821 -3.478
C 0.786 -3.215 0.704
C -0.930 -2.026 2.281
C 1.818 0.528 -2.751
H 4.293 2.185 -0.652
Si -0.210 2.133 1.576
H 1.231 -1.594 -2.356
H 4.657 -0.362 -1.900
C 0.326 -2.025 1.504
H 2.758 0.389 -3.336
C -2.526 -2.261 -1.389
H -2.255 3.008 2.710

=====

Entry 4:
The following is a quantum chemistry calculation of a 6-piece molecular cluster, C26H50NO8S overall, from the Open Molecules 2025 dataset.

## Properties
- E_LUMO (alpha / beta) (eV) = 0.6 / 0.6
- multiplicity = 2
- total charge = 0

Element x y z (Å)
H 4.521 -2.078 2.340
H 4.080 -1.090 0.408
C -2.229 -2.992 -5.748
C -4.874 1.784 0.685
H 2.947 2.567 0.121
H 1.992 0.345 -0.348
H 7.092 0.787 4.134
C 5.764 -0.598 3.187
H 0.997 0.782 1.398
H -4.004 4.383 1.361
H 7.788 -0.826 3.846
H 2.364 -1.154 1.468
H -2.358 -3.372 -4.737
H 0.509 1.249 -0.727
H -10.207 3.250 1.829
H -2.783 -2.058 -5.860
C 0.310 0.119 1.920
O -1.307 -2.142 -0.290
H -4.659 0.799 0.276
H -2.634 -3.711 -6.463
C 6.889 -0.282 4.140
C 4.093 4.206 0.868
H -8.521 4.872 -1.168
H 6.621 -0.598 5.149
N -0.476 -1.196 -0.052
H 4.932 4.336 2.837
H -0.577 -3.207 1.924
H -0.276 -2.033 3.210
C -3.699 2.268 1.494
O 3.521 5.018 0.180
H 3.442 2.401 1.824
C 0.354 -0.841 -1.245
H 2.417 -4.343 -1.260
H -10.421 2.691 0.153
H -0.677 0.579 1.981
C 1.244 -2.063 -1.472
H 6.158 -2.657 2.699
H 0.718 -0.011 2.929
C -8.081 3.927 -0.846
C 3.751 2.739 0.834
H -10.508 4.415 0.518
H -0.896 -1.266 -7.553
H -1.450 -1.284 -2.371
H 1.912 -1.852 -2.313
C 0.216 -1.274 1.270
C -0.403 -2.225 -7.386
H -4.704 3.638 2.795
O 3.736 -5.779 0.196
C 1.169 0.440 -1.054
H 1.152 -4.402 -0.046
O 3.352 -4.297 1.834
C -0.648 -2.150 2.186
C -0.763 -2.759 -6.020
C 2.107 -2.469 -0.248
H -2.937 3.868 2.690
H 1.582 0.721 -2.028
C 3.138 -4.649 0.709
O -2.700 1.599 1.629
C -10.011 3.481 0.785
H 4.635 -5.551 -0.080
H 1.702 -2.709 1.855
H -0.862 0.399 -2.579
C 1.640 -1.899 1.127
H -6.997 4.001 -0.887
C -8.524 3.605 0.560
H 6.120 4.088 1.558
S 3.850 -1.920 -0.616
C 5.198 4.612 1.816
H 4.627 2.155 0.549
O 5.211 0.265 2.539
H -0.743 -2.916 -8.159
H 0.674 -2.098 -7.459
H 5.358 5.686 1.756
H -8.420 3.148 -1.532
O -7.733 3.456 1.462
O 0.079 -2.985 -5.185
H -1.689 -1.827 2.163
C -3.838 3.628 2.131
H 0.603 -2.897 -1.776
H -0.032 -0.951 -3.358
C 2.157 -4.013 -0.249
C -0.571 -0.647 -2.454
H -5.075 2.482 -0.129
C 5.336 -2.034 3.054
H 4.993 -2.431 4.010
H -5.763 1.742 1.314

=====

Entry 5:
The following is a quantum chemistry calculation of C26H50NP3SW as an isolated structure, from the Open Molecules 2025 dataset.

## Properties
- E_LUMO (alpha / beta) (eV) = -12.3 / -13.7
- multiplicity = 3
- total charge = +4

Element x y z (Å)
C -2.245 0.652 3.969
H 1.696 2.929 0.428
C -1.758 -2.999 -1.877
S 3.601 -1.131 -2.143
H -2.578 -0.582 -3.833
H -0.482 -1.942 2.616
H -1.865 2.755 -2.790
C -1.937 0.302 -3.964
C 5.069 1.144 -2.512
H 0.396 2.492 -2.955
H -2.083 -2.118 3.393
H 0.809 -3.236 -0.420
H -2.357 3.634 1.001
H 0.713 -3.026 5.785
H -2.142 -3.980 -1.545
C 6.223 1.822 -2.915
H -0.839 -3.089 -2.492
H 0.842 -1.935 -2.817
H -4.424 0.335 -0.350
H -2.239 -2.197 5.748
H -2.526 2.571 4.885
H 5.842 -1.970 -3.492
H 2.853 0.028 0.495
H -2.757 -3.236 1.213
H -0.466 -3.791 4.675
H -1.541 0.317 -4.985
H -2.887 3.867 -1.823
H -1.164 3.644 -1.434
N -0.489 -1.676 4.686
H 2.030 0.872 1.905
C 7.158 -0.278 -3.739
H -2.517 -2.417 -2.423
C -2.068 3.143 -1.789
W -1.222 0.096 -0.294
H -0.845 -1.845 6.746
C 2.464 0.971 0.908
C 2.310 2.059 0.103
C 0.682 1.516 -3.396
H 0.204 -0.914 4.743
C -3.107 2.853 0.816
H -3.216 2.223 1.711
H -0.356 -4.114 0.638
H 7.915 -0.853 -4.285
C 0.038 -3.129 0.356
C -1.936 1.988 4.195
P -0.455 0.198 -2.847
C -2.803 -2.257 0.714
H -2.502 1.223 -3.788
H 6.292 2.904 -2.859
H 0.511 2.382 1.949
H -4.070 3.282 0.534
H -0.204 -1.757 -4.299
H 4.270 1.687 -2.018
P -1.340 -2.133 -0.351
H -4.795 1.804 -1.308
H 0.536 -2.658 1.217
C -0.871 0.661 1.893
H -3.104 0.183 4.467
H -3.919 0.438 -2.074
C -1.390 -1.516 5.860
H -2.866 -1.462 1.492
C 7.285 1.099 -3.485
C -1.490 -0.074 3.009
C -0.353 1.908 2.420
C -0.904 2.595 3.512
H 8.202 1.606 -3.848
P -2.603 1.886 -0.608
C 5.975 -0.914 -3.331
H -0.547 3.580 3.779
H 1.713 1.191 -3.113
H -1.694 -0.477 5.982
H 0.276 0.388 -0.831
H 2.428 1.925 -0.951
H 1.309 -0.846 -4.127
C 0.267 -2.974 4.778
C -1.176 -1.504 3.341
C 0.443 -1.238 -3.564
H 1.026 -2.987 3.980
H 0.618 1.517 -4.507
C 4.914 -0.241 -2.698
H -3.701 -2.171 0.087
C -4.073 1.000 -1.149

=====

Largest force on an atom (computed, eV Å⁻¹): 9.4, 0.6, 4.0, 0.5, 4.8